# 1
Below is a molecular structure, C7H13MnNOP, with properties calculated with ωB97M-V/def2-TZVPD.

Each line ends with the Löwdin charge.
Atoms and positions in Å:
1 Mn -0.0486 0.6623 -0.4858  0.482
2 P -0.0635 -1.4059 -1.8822  0.762
3 O 1.8514 -0.0769 0.1240  -0.128
4 N 3.3016 -1.7759 -0.4912  0.201
5 C -0.4974 2.2826 0.9404  -0.105
6 C -0.9420 0.8353 1.3509  -0.185
7 C 2.7655 -0.9121 0.4721  -0.428
8 C -1.9555 0.3960 0.4080  -0.179
9 C -1.3882 2.5645 -0.1374  -0.164
10 C 2.9511 -1.2643 1.8804  -0.003
11 C -2.0796 1.4368 -0.6863  -0.131
12 H 0.8242 -2.0159 -2.8517  -0.088
13 H -1.2958 -1.8473 -2.4741  -0.082
14 H 4.1940 -2.2035 -0.5603  0.114
15 H 2.0463 -1.7150 2.3338  0.114
16 H 2.9532 -1.7426 -1.3937  0.054
17 H 2.9982 -0.3729 2.4701  0.083
18 H -2.5546 -0.5464 0.3988  0.120
19 H 3.8194 -1.8781 2.2590  0.119
20 H -1.4934 3.5970 -0.3637  0.104
21 H 0.4112 2.9569 1.4129  0.177
22 H -2.5915 1.6241 -1.6063  0.107
23 H -0.0259 -2.3704 -0.8394  -0.085
24 H -0.5229 0.1904 2.2209  0.139

Output
strongest force on any atom: 0.08034 Eh/bohr
calculated total energy: -51607.097 eV
spin multiplicity: 4
⟨S²⟩: 3.847
total charge: +1



# 2
Below is a gas-phase ion, C7H13N (charge -1), with properties calculated with ωB97M-V/def2-TZVPD.

Each line ends with the Löwdin charge.
Atoms and positions in Å:
1 N -1.4960 -1.5938 -0.6964  0.078
2 C -0.3008 0.2884 0.2231  -0.157
3 C 3.4207 0.2984 0.9347  -0.126
4 C -3.8890 0.1554 -0.5793  -0.169
5 C -2.7014 0.3733 0.1257  -0.257
6 C 2.2113 0.7276 0.0519  -0.279
7 C 1.0833 -0.3047 0.0151  -0.275
8 C -1.4618 -0.3530 -0.1186  -0.468
9 H 2.5824 0.9170 -0.9585  0.087
10 H 1.2193 -0.9945 0.8678  0.087
11 H 3.8967 1.1626 1.4048  0.049
12 H -4.1576 -0.4492 -1.4359  -0.043
13 H 4.2005 -0.1767 0.3370  0.054
14 H -2.2683 -1.8777 -1.2810  0.055
15 H 1.8770 1.7206 0.3727  0.086
16 H -2.6536 1.1781 0.8399  0.057
17 H 1.1342 -0.8319 -0.9440  0.087
18 H 3.0399 -0.3371 1.7309  0.053
19 H -4.7219 0.8414 -0.3886  -0.034
20 H -0.7057 -2.0240 -1.1488  0.054
21 H -0.3091 1.2798 0.6474  0.059

Output
strongest force on any atom: 0.06431 Eh/bohr
spin multiplicity: 2
⟨S²⟩: 0.762
energy above the lowest of the compared OMol25 structures with the same formula, charge and spin: 12.3 kcal/mol
total charge: -1



# 3
Below is C7H13N in the gas phase, with properties calculated with ωB97M-V/def2-TZVPD.

Each line ends with the Löwdin charge.
Atoms and positions in Å:
1 N -1.0282 -1.0727 -2.2040  -0.013
2 C -1.0059 2.0059 0.6873  0.017
3 C -1.7882 -0.7164 -1.0083  -0.252
4 C 0.0250 1.3049 0.2737  -0.152
5 C 0.3067 -0.1614 0.4019  -0.285
6 C 1.4376 -0.7283 0.8701  -0.091
7 C 2.6318 0.2314 1.0037  -0.100
8 C -0.8173 -1.1365 0.1626  -0.180
9 H -0.0328 -1.2040 -2.1028  0.057
10 H -1.3262 -1.2868 1.1442  0.119
11 H 2.7483 0.5613 -0.0406  0.078
12 H -1.7950 1.5013 1.1951  0.059
13 H -2.7180 -1.2796 -0.9225  0.097
14 H -0.4233 -2.1436 0.0570  0.102
15 H -1.1061 -0.4315 -2.9802  0.058
16 H -1.9831 0.3578 -0.9438  0.080
17 H 3.4171 0.0212 1.7206  0.067
18 H -1.2517 3.0515 0.4956  0.068
19 H 2.2457 1.1920 1.3857  0.061
20 H 0.8692 1.6940 -0.3143  0.108
21 H 1.5945 -1.7606 1.1191  0.100

Output
strongest force on any atom: 0.06016 Eh/bohr
energy above the lowest of the compared OMol25 structures with the same formula, charge and spin: 57.0 kcal/mol
total charge: 0



# 4
Below is a molecular structure, C7H13N, with properties calculated with ωB97M-V/def2-TZVPD.

Each line ends with the Löwdin charge.
Atoms and positions in Å:
1 N 1.7436 -1.8006 -0.6392  0.045
2 C -0.9171 -0.3560 -1.2328  -0.054
3 C 1.6291 -0.9854 0.4586  -0.202
4 C -0.7043 0.1121 0.1884  -0.509
5 C -0.0150 1.5660 0.2912  -0.133
6 C -1.9449 -0.0262 1.0521  -0.055
7 C 0.9336 2.0940 -0.4908  -0.001
8 C 0.5495 -0.2772 0.9140  -0.158
9 H -1.8218 0.1137 -1.6345  0.087
10 H 0.9862 3.1556 -0.6716  0.048
11 H 1.6828 1.4842 -0.9669  0.058
12 H -2.1778 -1.0834 1.2153  0.089
13 H -2.7923 0.4720 0.5768  0.082
14 H -0.0797 -0.0712 -1.8727  0.078
15 H -0.6566 2.2270 0.8593  0.099
16 H -1.7933 0.4227 2.0364  0.080
17 H 2.5416 -0.9307 1.0439  0.106
18 H 0.4795 -0.1902 1.9942  0.114
19 H 0.9135 -2.0340 -1.1610  0.062
20 H 2.5085 -2.4593 -0.6766  0.085
21 H -1.0651 -1.4331 -1.2840  0.078

Output
strongest force on any atom: 0.07331 Eh/bohr
energy above the lowest of the compared OMol25 structures with the same formula, charge and spin: 65.0 kcal/mol
total charge: 0



The highest strongest force on any atom belongs to which entry?
C7H13MnNOP



What is the formula in the second record?
C7H13N



total charge of number 2 (C7H13N)?
-1